Entry 1:
This record from the Open Molecules 2025 dataset describes one molecule with the formula C20H30N4O3. The level of theory is wB97M-V/def2-TZVPD.

XYZ file:
```
57
Properties=species:S:1:pos:R:3:mulliken_charge:R:1
C -2.10947 -4.35634 0.79882 -0.943
N -2.04432 -3.48188 -0.35232 0.110
C -0.86857 -2.63527 -0.39160 -0.919
C -0.93916 -1.44726 0.57378 0.431
N -2.11187 -0.64479 0.27381 0.643
C -2.15547 0.56137 1.08186 -0.623
C -3.15437 1.59463 0.56418 -0.973
C -2.89166 1.97768 -0.89550 -1.090
N -1.58355 2.56790 -1.08000 -0.023
C -1.24566 3.75034 -0.53904 0.469
O -2.01348 4.45237 0.09096 -0.674
C 0.21224 4.14244 -0.76924 -1.106
C 1.15994 3.30242 0.09701 -1.037
C 1.50428 1.97286 -0.56464 0.908
O 1.08584 1.69640 -1.67361 -0.764
N 2.30626 1.12758 0.14153 0.454
C 2.88630 1.42477 1.43624 -0.797
C 4.40722 1.35440 1.30187 -0.543
O 4.80900 0.04707 0.98094 -0.510
C 4.01116 -0.60339 0.07952 0.293
C 4.47282 -1.83643 -0.36774 -0.649
C 3.74186 -2.57318 -1.27673 -0.595
C 2.53820 -2.07802 -1.74867 -0.895
C 2.06355 -0.85969 -1.30256 -0.552
C 2.78595 -0.10417 -0.38394 0.549
C -3.30446 -1.46369 0.41258 -0.389
C -3.22334 -2.66015 -0.54360 -1.201
H -1.21368 -4.97662 0.81275 0.312
H -2.97717 -5.00665 0.69070 0.319
H -2.18526 -3.83869 1.76533 0.343
H 0.01737 -3.23623 -0.17693 0.383
H -0.78755 -2.24561 -1.41013 0.171
H -0.04685 -0.83042 0.44599 -0.532
H -0.95250 -1.81056 1.61908 0.172
H -2.38721 0.33236 2.13956 0.361
H -1.15491 1.00374 1.05161 0.063
H -4.17521 1.22255 0.65060 0.425
H -3.07299 2.49300 1.17713 0.579
H -3.64845 2.70643 -1.20388 0.357
H -2.95374 1.09280 -1.52800 0.515
H -0.86804 2.03155 -1.55078 0.356
H 0.46890 4.01264 -1.82134 0.447
H 0.31307 5.19401 -0.50054 0.385
H 0.69797 3.13034 1.07191 0.479
H 2.08922 3.85929 0.24644 0.627
H 2.58918 2.40385 1.79809 0.539
H 2.55788 0.66316 2.15441 0.193
H 4.90336 1.60615 2.24182 0.409
H 4.73703 2.05405 0.52021 0.274
H 5.41738 -2.18750 0.01609 0.448
H 4.11365 -3.52690 -1.61776 0.387
H 1.95862 -2.64217 -2.46214 0.437
H 1.12875 -0.48360 -1.67818 0.598
H -4.18026 -0.86791 0.15360 0.364
H -3.42768 -1.81759 1.45369 0.216
H -4.11304 -3.28347 -0.43427 0.444
H -3.18706 -2.27998 -1.56896 0.356
```

Values from the calculation:
Molar mass ... 374.48 g mol⁻¹
Lowest unoccupied orbital energy ... 0.529 eV
Orbital gap ... 8.65 eV
Highest occupied orbital energy ... -8.118 eV
E ... -33330.5341 eV
Energy above the lowest of the compared OMol25 structures with the same formula, charge and spin ... 1.934 eV
SMILES string ... CN1CCN(CCCNC(=O)CCC(=O)N2CCOc3ccccc32)CC1



Entry 2:
This record from the Open Molecules 2025 dataset describes one molecule with the formula C3H5NS. The level of theory is wB97M-V/def2-TZVPD.

XYZ file:
```
10
Properties=species:S:1:pos:R:3:mulliken_charge:R:1
S 1.30597 -1.99102 -1.89937 -0.178
C 0.37185 -0.79804 -1.19902 -0.300
C 0.70900 0.17118 0.02375 0.098
C -0.69253 1.05420 0.53798 -0.412
N -0.15794 -0.21379 1.28272 -0.478
H -0.69740 -0.97523 -1.07329 0.213
H 1.85465 0.69987 0.10126 0.277
H -0.52401 2.03152 1.23562 0.212
H -1.50707 1.03443 -0.04560 0.323
H -0.66253 -1.01311 1.03597 0.246
```

Values from the calculation:
Molar mass ... 87.15 g mol⁻¹
Lowest unoccupied orbital energy ... -0.803 eV
Orbital gap ... 8.18 eV
Highest occupied orbital energy ... -8.982 eV
E ... -15513.0847 eV
Energy above the lowest of the compared OMol25 structures with the same formula, charge and spin ... 3.788 eV
SMILES string ... S=C[C@H]1CN1



Entry 3:
This record from the Open Molecules 2025 dataset describes an isolated ion of composition C4H7N2O3 and charge -1. The level of theory is wB97M-V/def2-TZVPD.

XYZ file:
```
16
Properties=species:S:1:pos:R:3:mulliken_charge:R:1
C 0.44275 -0.34457 -2.09594 -1.003
C 0.50307 -0.55451 -0.51057 0.471
O 0.84964 -1.67404 -0.21862 -0.669
C -0.09484 0.40224 0.61391 0.458
C 0.66178 0.13082 1.92452 -1.467
N 0.04969 1.73806 0.18921 -0.856
N 1.22862 2.02160 -0.26064 1.205
O 1.43367 3.17906 -0.53466 -0.819
O 2.08309 1.10723 -0.45856 -0.674
H 1.30685 -1.03886 -2.30569 0.263
H 0.58390 0.75320 -2.32258 0.281
H -0.49578 -0.77500 -2.44195 0.319
H -1.13749 0.17297 0.79240 0.379
H 0.38379 -0.79735 2.24384 0.392
H 0.54347 0.83716 2.71085 0.431
H 1.76323 0.17306 1.76354 0.289
```

Values from the calculation:
Molar mass ... 131.11 g mol⁻¹
Lowest unoccupied orbital energy ... 4.080 eV
Orbital gap ... 8.17 eV
Highest occupied orbital energy ... -4.093 eV
E ... -13381.7343 eV
Net charge ... -1
Energy above the lowest of the compared OMol25 structures with the same formula, charge and spin ... 1.260 eV
SMILES string ... CC(=O)[C@@H](C)N=[N+]([O-])[O-]



Q: E of number 1 (C20H30N4O3)?
A: -33330.5341 eV